No. 1
C8H16Si | ωB97M-V/def2-TZVPD

## Properties
Relative energy (zero: lowest compared OMol25 entry of this formula, charge and spin) ... 285.0 kJ/mol
Highest occupied orbital energy ... -8.725 eV
Charge ... 0

Each line ends with the Löwdin charge.
Atoms and positions in Å:
C (-2.607, 0.683, 1.625)  -0.0050
C (-2.222, -0.096, 0.585)  -0.0629
C (-1.657, -0.834, -0.335)  -0.3473
C (-2.238, -1.065, -1.685)  -0.0786
C (-0.162, -1.246, -0.098)  -0.2104
Si (1.314, -0.009, 0.069)  0.5850
C (0.908, 1.491, -1.083)  -0.2086
C (3.028, -0.614, -0.246)  -0.1901
C (0.899, 0.759, 1.892)  -0.1820
H (-2.574, 0.297, 2.628)  0.0460
H (-2.282, 1.714, 1.649)  0.0420
H (-2.811, -0.177, -1.881)  0.0645
H (-2.966, -1.952, -1.861)  0.1037
H (-1.425, -1.334, -2.437)  0.0918
H (-0.212, -1.935, 0.714)  0.0626
H (0.211, -1.745, -1.019)  0.0637
H (1.511, 2.445, -1.027)  0.0379
H (-0.124, 1.961, -0.912)  0.0459
H (0.988, 1.053, -2.079)  0.0062
H (3.756, -0.122, 0.397)  0.0317
H (2.985, -1.673, -0.036)  0.0205
H (3.372, -0.393, -1.287)  0.0496
H (0.321, 1.685, 1.650)  0.0116
H (0.177, 0.038, 2.327)  0.0059
H (1.811, 1.068, 2.454)  0.0163


No. 2
C60H71F15Ge2N4O4PSSi3Ti | ωB97M-V/def2-TZVPD

## Properties
Relative energy (zero: lowest compared OMol25 entry of this formula, charge and spin) ... 74.7 kJ/mol
Highest occupied orbital energy ... -10.195 eV
Charge ... +1

Each line ends with the Löwdin charge.
Atoms and positions in Å:
Ti (0.864, 0.097, 0.121)  0.7509
C (-1.802, -3.231, 3.208)  -0.0013
N (-1.173, -2.854, 1.954)  -0.1024
C (-1.918, -3.201, 0.753)  0.0005
C (-0.187, -1.990, 1.889)  -0.4481
O (0.411, -1.698, 0.812)  -0.1322
C (0.366, -1.448, 3.191)  -0.1041
O (0.928, -0.179, 2.929)  -0.2016
C (2.233, -0.002, 3.424)  -0.0747
C (3.203, -0.463, 2.349)  -0.3924
O (2.807, -0.413, 1.175)  -0.1316
N (4.411, -0.886, 2.700)  -0.0969
C (4.909, -0.904, 4.070)  -0.0081
C (5.381, -1.275, 1.685)  -0.0292
H (-2.391, -4.128, 3.033)  0.1088
H (-2.475, -2.443, 3.557)  0.0849
H (-1.066, -3.451, 3.979)  0.1028
H (-2.931, -2.808, 0.843)  0.0965
H (-1.949, -4.282, 0.633)  0.1010
H (-1.440, -2.753, -0.108)  0.0714
H (1.121, -2.151, 3.562)  0.1624
H (-0.424, -1.342, 3.933)  0.1063
H (2.352, -0.509, 4.380)  0.1267
H (2.380, 1.069, 3.584)  0.1485
H (4.154, -1.221, 4.785)  0.0874
H (5.279, 0.079, 4.371)  0.1091
H (5.733, -1.610, 4.122)  0.0995
H (5.534, -2.354, 1.710)  0.1053
H (6.331, -0.777, 1.880)  0.1097
H (5.010, -0.991, 0.709)  0.0408
O (-0.454, 0.963, -0.963)  -0.2228
C (-0.430, -0.221, -1.368)  -0.3287
C (-1.476, -0.547, -2.338)  -0.2073
C (-2.491, 0.419, -2.431)  -0.0061
C (-3.529, 0.275, -3.322)  -0.0408
C (-3.552, -0.826, -4.166)  -0.0358
C (-2.570, -1.797, -4.080)  -0.0868
C (-1.536, -1.707, -3.152)  -0.3149
P (-0.259, -3.036, -3.031)  1.1418
C (-1.284, -4.455, -2.434)  -0.4076
C (-2.668, -4.445, -2.277)  -0.1065
C (-3.335, -5.572, -1.816)  -0.0766
C (-2.629, -6.722, -1.497)  -0.0817
C (-1.251, -6.748, -1.658)  -0.0766
C (-0.588, -5.625, -2.129)  -0.1106
C (-0.232, -3.492, -4.824)  -0.3698
C (-1.014, -4.492, -5.397)  -0.0935
C (-0.922, -4.762, -6.756)  -0.0694
C (-0.051, -4.040, -7.557)  -0.0751
C (0.748, -3.057, -6.991)  -0.0701
C (0.660, -2.795, -5.635)  -0.1320
H (-2.430, 1.281, -1.778)  0.1174
H (-4.306, 1.024, -3.391)  0.1144
H (-4.339, -0.919, -4.904)  0.1168
H (-2.605, -2.637, -4.761)  0.1067
H (-3.234, -3.552, -2.497)  0.0965
H (-4.413, -5.545, -1.714)  0.1091
H (-3.157, -7.593, -1.132)  0.1064
H (-0.697, -7.648, -1.425)  0.1069
H (0.485, -5.662, -2.271)  0.1007
H (-1.692, -5.074, -4.787)  0.1022
H (-1.534, -5.545, -7.185)  0.1079
H (0.013, -4.254, -8.616)  0.1069
H (1.451, -2.506, -7.603)  0.1103
H (1.307, -2.060, -5.173)  0.0702
F (-5.890, 2.860, 2.247)  0.1023
C (-6.158, 1.565, 2.035)  -0.2049
C (-5.206, 0.602, 2.322)  -0.1203
C (-5.553, -0.709, 2.050)  -0.2418
F (-4.652, -1.679, 2.303)  0.0588
C (-6.781, -1.075, 1.539)  -0.1383
F (-7.067, -2.353, 1.292)  0.1285
C (-7.714, -0.085, 1.275)  -0.1295
F (-8.897, -0.407, 0.771)  0.1458
C (-7.405, 1.240, 1.525)  -0.1380
F (-8.300, 2.189, 1.269)  0.1342
Ge (-3.344, 0.952, 2.953)  0.6812
S (-1.898, 0.297, 1.555)  0.4455
C (-3.151, 0.025, 4.733)  -0.1362
C (-4.092, -0.733, 5.405)  -0.2170
F (-5.315, -0.903, 4.892)  0.1107
C (-3.825, -1.329, 6.629)  -0.1350
F (-4.756, -2.049, 7.248)  0.1386
C (-2.575, -1.180, 7.205)  -0.1306
F (-2.295, -1.774, 8.357)  0.1455
C (-1.614, -0.412, 6.569)  -0.1432
F (-0.402, -0.262, 7.107)  0.1208
C (-1.928, 0.180, 5.362)  -0.2597
F (-0.994, 0.961, 4.781)  0.0700
C (-3.318, 2.887, 3.502)  -0.1231
C (-3.061, 3.826, 2.516)  -0.2713
F (-2.910, 3.403, 1.251)  0.0653
C (-2.964, 5.179, 2.770)  -0.1515
F (-2.692, 6.045, 1.790)  0.1150
C (-3.135, 5.632, 4.069)  -0.1299
F (-3.024, 6.925, 4.341)  0.1462
C (-3.419, 4.729, 5.078)  -0.1340
F (-3.588, 5.161, 6.325)  0.1373
C (-3.512, 3.378, 4.781)  -0.2031
F (-3.814, 2.555, 5.793)  0.1096
C (1.665, 6.054, 1.932)  -0.0473
C (0.273, 5.525, 1.586)  -0.1988
N (0.363, 4.356, 0.710)  -0.0428
C (0.238, 4.624, -0.723)  -0.1936
C (-1.185, 5.005, -1.121)  -0.0435
C (0.637, 3.138, 1.207)  -0.3544
C (0.331, 2.905, 2.657)  0.0072
N (1.179, 2.168, 0.513)  0.0496
H (1.590, 6.916, 2.593)  0.0836
H (2.192, 6.362, 1.028)  0.0770
H (2.258, 5.282, 2.424)  0.0699
H (-0.293, 6.294, 1.067)  0.1116
H (-0.274, 5.282, 2.495)  0.1010
H (0.491, 3.727, -1.276)  0.0595
H (0.940, 5.412, -1.011)  0.1284
H (-1.871, 4.199, -0.867)  0.0708
H (-1.215, 5.168, -2.198)  0.0842
H (-1.527, 5.916, -0.632)  0.0672
H (-0.658, 3.285, 2.911)  0.0708
H (1.064, 3.401, 3.298)  0.1037
H (0.332, 1.840, 2.845)  0.0335
H (1.410, 2.480, -0.430)  0.0196
C (5.954, 1.651, -1.929)  -0.2168
Si (4.230, 1.863, -1.150)  0.4416
C (3.814, 3.669, -1.632)  -0.2146
C (4.516, 2.062, 0.728)  -0.2000
Ge (2.571, 0.037, -1.761)  0.6852
Si (4.001, -2.006, -1.839)  0.4025
C (5.846, -1.540, -1.748)  -0.2299
C (3.494, -3.105, -0.365)  -0.2144
C (4.077, -3.236, -3.281)  -0.2147
Si (1.851, 0.976, -3.936)  0.3926
C (1.163, 2.701, -3.534)  -0.2194
C (0.501, 0.381, -5.139)  -0.1834
C (3.463, 1.125, -4.926)  -0.2170
H (6.411, 2.632, -2.063)  0.0354
H (5.904, 1.173, -2.909)  0.0125
H (6.627, 1.059, -1.308)  0.0157
H (4.653, 4.293, -1.318)  0.0388
H (2.921, 4.063, -1.140)  0.0008
H (3.701, 3.802, -2.709)  0.0245
H (5.075, 2.983, 0.912)  0.0407
H (5.090, 1.240, 1.158)  0.0049
H (3.568, 2.131, 1.259)  -0.0016
H (6.121, -0.843, -0.960)  -0.0151
H (6.141, -1.081, -2.695)  0.0292
H (6.449, -2.442, -1.625)  0.0431
H (2.970, -2.550, 0.409)  -0.0125
H (4.350, -3.618, 0.080)  0.0299
H (2.809, -3.872, -0.723)  0.0224
H (4.250, -2.758, -4.246)  0.0219
H (3.177, -3.841, -3.365)  0.0073
H (4.913, -3.916, -3.102)  0.0371
H (0.158, 2.604, -3.112)  0.0252
H (1.080, 3.303, -4.442)  0.0489
H (1.788, 3.250, -2.834)  -0.0286
H (-0.442, 0.184, -4.629)  0.0128
H (0.760, -0.506, -5.712)  -0.0123
H (0.323, 1.190, -5.852)  0.0459
H (4.142, 1.845, -4.465)  0.0112
H (3.275, 1.446, -5.952)  0.0341
H (3.983, 0.163, -4.964)  0.0202


No. 3
C14H25IN4O4 | ωB97M-V/def2-TZVPD

## Properties
Highest occupied orbital energy ... -5.477 eV
Charge ... 0

Each line ends with the Löwdin charge.
Atoms and positions in Å:
C (-2.202, 2.762, -0.224)  -0.1023
C (-3.136, 1.707, -1.063)  -0.3775
C (-4.287, 2.469, -2.009)  -0.1159
C (-3.959, 0.626, -0.147)  -0.1512
N (-3.191, 0.062, 1.028)  0.0359
C (-1.938, -0.498, 0.997)  -0.1688
N (-1.047, -0.634, -0.217)  0.1504
C (0.231, -1.310, 0.322)  -0.0170
C (1.532, -1.681, -0.632)  -0.0801
C (1.289, -1.374, -2.232)  -0.1471
O (0.907, -2.653, -2.915)  -0.1507
C (-0.563, -2.782, -2.947)  -0.1640
O (-1.375, -2.227, -3.859)  -0.0491
N (0.164, -1.589, 1.835)  0.0954
N (-1.126, -1.116, 2.130)  -0.1314
C (-1.510, -1.300, 3.583)  -0.1081
C (-2.892, -2.214, 3.691)  -0.6739
O (-3.785, -1.829, 4.610)  -0.1117
I (-3.302, -3.947, 2.388)  0.7890
H (-2.063, 2.509, 0.911)  0.0726
H (-2.636, 3.848, -0.421)  0.0868
H (-1.124, 2.756, -0.736)  0.0988
H (-2.467, 1.091, -1.836)  0.1318
H (-4.661, 1.651, -2.793)  0.0958
H (-5.160, 2.931, -1.377)  0.0839
H (-3.722, 3.325, -2.608)  0.0941
H (-4.954, 1.129, 0.279)  0.1484
H (-4.293, -0.292, -0.816)  0.1465
H (-3.696, 0.051, 1.962)  0.1660
H (1.937, -2.787, -0.452)  0.1510
H (2.401, -0.945, -0.276)  0.0912
H (0.401, -0.625, -2.446)  0.1238
H (2.247, -0.871, -2.739)  0.1636
H (-1.078, -3.460, -2.111)  0.1602
H (0.878, -2.014, 2.470)  0.1847
H (-0.656, -1.969, 4.075)  0.1507
H (-1.565, -0.288, 4.167)  0.1548
C (6.336, 0.232, 0.536)  -0.1123
C (5.226, 0.663, -0.437)  -0.7264
C (4.842, 2.125, -0.153)  -0.1150
O (4.165, -0.089, -0.201)  -0.3192
H (6.027, 0.308, 1.587)  0.0619
H (6.650, -0.804, 0.353)  0.0586
H (7.220, 0.867, 0.409)  0.0532
H (5.685, 0.662, -1.436)  0.1042
H (4.478, 2.272, 0.873)  0.0608
H (4.062, 2.476, -0.840)  0.0551
H (5.712, 2.779, -0.286)  0.0526


> What is the charge in the third record?

0